No. 1
Below is a 2-piece molecular cluster, C3H10N3 overall in a non-equilibrium geometry, with properties calculated with ωB97M-V with the def2-TZVPD basis set.

CARTESIAN COORDINATES (ANGSTROEM)
C  -2.389  -0.009  -1.310
H  -0.971  -1.009  2.322
H  -0.700  0.729  2.502
N  -0.572  0.036  0.532
H  1.528  0.177  -0.088
H  2.995  -0.852  -1.539
H  -2.238  0.138  1.840
H  3.448  0.611  -0.985
H  -2.841  0.906  -1.668
C  -1.487  -0.019  -0.410
H  1.181  -0.552  1.414
N  0.953  0.217  0.795
C  -1.162  -0.034  1.875
H  2.381  0.506  -2.216
H  -2.784  -0.927  -1.726
N  2.657  0.083  -1.336

## Properties
Frontier orbital gap in eV: 10.33
DFT total energy in hartree: -284.2068
Energy relative to the best compared isomer or geometry (same formula, charge and spin) in kcal/mol: 106.2
Total charge: +1

The Löwdin scheme yields these atomic charges, measured in e: C 0.1290; H 0.1054; H 0.1044; N -0.0913; H 0.0125; H 0.0576; H 0.1050; H 0.0580; H 0.1068; C 0.0141; H 0.0899; N 0.1511; C -0.0296; H 0.0553; H 0.1059; N 0.0259



No. 2
Below is C3H10N3 as an isolated structure in a non-equilibrium geometry, with properties calculated with ωB97M-V with the def2-TZVPD basis set.

CARTESIAN COORDINATES (ANGSTROEM)
H  -0.209  -0.261  -2.302
C  -0.825  -0.535  1.347
C  -0.401  0.618  -1.686
H  2.095  1.345  -0.986
H  -1.817  -1.404  2.898
H  -0.031  1.505  -2.195
N  -1.308  -1.545  2.042
H  -0.997  0.489  1.733
H  0.013  1.521  0.368
N  0.281  0.439  -0.397
H  2.029  -0.426  -1.174
C  1.745  0.416  -0.538
H  2.207  0.288  0.441
H  -1.474  0.707  -1.532
H  -1.133  -2.485  1.725
N  -0.175  -0.672  0.255

## Properties
Frontier orbital gap in eV: 10.24
DFT total energy in hartree: -284.2599
Energy relative to the best compared isomer or geometry (same formula, charge and spin) in kcal/mol: 72.8
Total charge: +1

The Löwdin scheme yields these atomic charges, measured in e: H 0.1139; C -0.2343; C -0.0088; H 0.1071; H 0.1252; H 0.1066; N 0.1587; H 0.1453; H 0.3109; N -0.3013; H 0.1135; C -0.0114; H 0.1072; H 0.1068; H 0.1307; N 0.0300



No. 3
Below is an isolated ion of composition C3H10N3O and charge +1 in a non-equilibrium geometry, with properties calculated with ωB97M-V with the def2-TZVPD basis set.

CARTESIAN COORDINATES (ANGSTROEM)
C  -1.121  -0.177  0.341
N  -0.706  0.126  -1.199
N  1.935  1.200  0.922
O  -0.336  0.615  1.021
H  2.316  0.762  1.705
C  -0.870  -1.662  0.614
H  0.111  -2.174  0.633
H  -2.231  -0.014  0.413
H  -1.442  -2.262  -0.016
H  -1.153  -1.836  1.619
H  -1.292  0.920  -1.526
N  1.017  0.334  0.436
C  0.637  0.671  -1.136
H  1.363  0.253  -1.720
H  -0.851  -0.721  -1.798
H  1.834  2.208  0.995
H  0.788  1.754  -1.303

## Properties
Frontier orbital gap in eV: 10.82
DFT total energy in hartree: -359.4371
Energy relative to the best compared isomer or geometry (same formula, charge and spin) in kcal/mol: 127.3
SMILES: C[C@@H]1[NH2+]CN(N)O1
Total charge: +1

The Löwdin scheme yields these atomic charges, measured in e: C -0.3397; N 0.1255; N 0.0742; O -0.0255; H 0.0878; C -0.0151; H 0.1082; H 0.1849; H 0.0624; H 0.0867; H 0.1894; N -0.0900; C -0.0191; H 0.1008; H 0.2010; H 0.1230; H 0.1455



No. 4
Below is a 2-piece molecular cluster, C3H10N3O overall in a non-equilibrium geometry, with properties calculated with ωB97M-V with the def2-TZVPD basis set.

CARTESIAN COORDINATES (ANGSTROEM)
C  0.299  0.119  1.663
H  -2.456  0.210  -0.349
H  2.680  2.296  0.646
H  2.615  1.219  2.042
H  0.809  -0.126  2.675
O  0.492  1.446  -0.343
N  -1.590  0.017  -0.829
H  -2.513  -1.645  -1.597
C  -1.571  -1.112  -1.514
H  0.248  -0.797  1.062
H  -0.740  -2.520  -2.612
N  -0.524  -1.691  -2.104
N  2.155  1.708  1.264
H  -0.752  0.448  1.889
H  -0.620  0.630  -0.629
C  1.005  1.135  0.759
H  0.461  -1.337  -2.022

## Properties
Frontier orbital gap in eV: 11.88
DFT total energy in hartree: -359.6183
Energy relative to the best compared isomer or geometry (same formula, charge and spin) in kcal/mol: 13.6
Total charge: +1

The Löwdin scheme yields these atomic charges, measured in e: C -0.0118; H 0.1221; H 0.1173; H 0.1287; H 0.1194; O 0.0084; N 0.1498; H 0.1513; C -0.1923; H 0.0728; H 0.1136; N 0.1645; N 0.1925; H 0.1038; H 0.0745; C -0.4768; H 0.1621



No. 5
Below is a 2-piece molecular cluster, C3H10N3O overall in a non-equilibrium geometry, with properties calculated with ωB97M-V with the def2-TZVPD basis set.

CARTESIAN COORDINATES (ANGSTROEM)
H  0.224  -1.720  0.702
H  -1.999  -1.775  0.427
H  -1.542  -0.951  -1.280
H  -2.965  0.374  0.311
H  3.275  -1.294  0.599
H  -1.206  0.971  -1.253
N  1.580  1.125  -0.331
C  2.403  0.359  -0.208
H  4.299  -0.221  -0.248
C  -1.340  -1.001  -0.107
H  -1.851  0.596  1.582
C  -1.852  0.344  0.445
H  -1.355  2.193  -0.029
N  3.387  -0.464  0.066
O  0.026  -1.141  -0.027
N  -1.060  1.286  -0.343
H  -0.025  1.318  -0.306

## Properties
Frontier orbital gap in eV: 11.23
DFT total energy in hartree: -359.5214
Energy relative to the best compared isomer or geometry (same formula, charge and spin) in kcal/mol: 74.4
Total charge: +1

The Löwdin scheme yields these atomic charges, measured in e: H 0.1037; H 0.1554; H 0.1684; H 0.1449; H 0.1118; H 0.1251; N 0.1602; C -0.3086; H 0.1171; C -0.2668; H 0.1681; C -0.1570; H 0.1680; N 0.1644; O -0.0527; N 0.1598; H 0.0383



No. 6
Below is an isolated ion of composition C3H10N3O and charge +1 in a non-equilibrium geometry, with properties calculated with ωB97M-V with the def2-TZVPD basis set.

CARTESIAN COORDINATES (ANGSTROEM)
C  1.521  -1.489  0.091
C  -2.251  0.141  0.617
H  -2.196  0.496  1.577
N  0.933  -0.163  -0.082
N  1.146  2.009  0.045
H  -0.836  -1.287  -0.826
H  -0.030  -0.122  -1.892
H  1.440  -2.162  -0.907
N  1.544  0.869  0.379
H  -3.241  0.440  0.227
C  -0.381  -0.177  -0.807
O  -1.287  0.712  -0.286
H  1.921  2.642  0.242
H  -2.213  -0.911  0.766
H  1.034  -2.037  1.031
H  2.517  -1.226  0.397
H  0.381  2.264  -0.572

## Properties
Frontier orbital gap (alpha / beta) in eV: 8.83 / 7.04
DFT total energy in hartree: -359.3116
Energy relative to the best compared isomer or geometry (same formula, charge and spin) in kcal/mol: 62.7
Spin multiplicity: 3
Total charge: +1

The Löwdin scheme yields these atomic charges, measured in e: C 0.0084; C -0.0287; H 0.0655; N -0.1155; N 0.1705; H 0.1796; H 0.1735; H 0.1649; N -0.0463; H 0.1189; C -0.1891; O -0.1408; H 0.1622; H 0.0851; H 0.1654; H 0.0792; H 0.1471



No. 7
Below is C3H10N3O2 as an isolated structure in a non-equilibrium geometry, with properties calculated with ωB97M-V with the def2-TZVPD basis set.

CARTESIAN COORDINATES (ANGSTROEM)
H  -0.784  1.356  -1.850
H  1.072  2.932  2.241
H  -0.438  -0.624  -2.905
H  0.766  -0.590  -1.548
H  -0.767  -2.844  -1.927
H  -1.964  -1.822  -1.095
C  0.505  1.150  1.400
N  1.116  -0.197  1.458
H  0.685  0.247  2.369
N  1.473  2.075  1.802
C  -0.323  -0.635  -1.793
O  -0.264  -2.314  -0.015
H  0.461  -0.906  1.109
H  -1.124  0.649  -0.324
H  2.296  1.613  2.278
O  -0.754  1.429  1.318
N  -1.110  0.483  -1.326
C  -0.847  -2.000  -1.194

## Properties
Frontier orbital gap in eV: 5.82
DFT total energy in hartree: -434.9839
Energy relative to the best compared isomer or geometry (same formula, charge and spin) in kcal/mol: 100.2
Total charge: -1

The Löwdin scheme yields these atomic charges, measured in e: H 0.0747; H 0.1077; H 0.0834; H 0.0877; H 0.0636; H 0.0760; C -0.6070; N 0.1401; H 0.1036; N 0.0789; C -0.3364; O -0.3875; H 0.0241; H 0.0003; H 0.1146; O -0.0601; N -0.0458; C -0.5180



No. 8
Below is an isolated ion of composition C3H10N3O2 and charge +1 in a non-equilibrium geometry, with properties calculated with ωB97M-V with the def2-TZVPD basis set.

CARTESIAN COORDINATES (ANGSTROEM)
H  -0.367  1.364  1.556
N  -0.176  0.627  0.843
C  -1.984  1.260  -0.660
O  2.017  1.129  -0.835
O  0.961  -1.185  -0.286
H  -2.394  1.787  0.184
H  -1.969  1.798  -1.563
N  2.177  0.780  0.296
C  0.617  -2.467  0.192
H  1.566  -2.948  0.718
H  1.433  -0.703  1.678
H  -0.031  0.579  -1.058
H  -0.116  2.107  -0.580
H  -0.256  -2.480  0.747
C  1.133  -0.238  0.723
H  0.318  -2.927  -0.832
N  -0.530  1.200  -0.370
H  -2.399  0.318  -0.753

## Properties
Frontier orbital gap in eV: 8.98
DFT total energy in hartree: -434.6235
Energy relative to the best compared isomer or geometry (same formula, charge and spin) in kcal/mol: 173.6
SMILES: C[NH2+]N[C@H](N=O)OC
Total charge: +1

The Löwdin scheme yields these atomic charges, measured in e: H 0.1702; N 0.0673; C 0.0664; O 0.0333; O -0.1572; H 0.1105; H 0.1017; N 0.0697; C -0.0597; H 0.1517; H 0.1658; H 0.1735; H 0.1748; H 0.0590; C -0.2839; H 0.1387; N -0.0717; H 0.0898